(1)
A structure of composition C26H66F2HgN5O14S2, computed with ωB97M-V with the def2-TZVPD basis set.

XYZ file:
```
116
Properties=species:S:1:pos:R:3:forces:R:3:lowdin_charge:R:1
Hg 2.2259 -0.6939 0.4449 0.283 0.749 0.568 1.38
N 0.6519 0.9096 0.2550 4.245 1.969 -0.650 -0.37
S -0.8141 1.0923 0.4471 -9.835 -3.144 -1.227 0.43
O -1.4737 1.4170 -0.8456 1.319 -0.352 3.251 -0.26
O -1.3489 1.5828 1.6634 0.586 1.090 0.311 -0.24
F -1.2149 -0.4803 0.6910 0.781 0.266 -0.646 -0.22
S 0.9083 2.4600 -0.4094 3.114 4.040 -2.033 0.63
O 0.4683 3.6107 0.3960 0.527 -3.361 -1.346 -0.23
O 0.7648 2.4961 -1.8503 0.366 -0.405 2.441 -0.25
F 2.5189 2.4575 -0.1843 -1.224 -0.420 0.116 -0.19
C 3.4684 6.3053 0.5529 -2.819 0.227 -0.104 -0.21
C 2.0689 6.8435 0.0443 1.807 2.279 -1.994 -0.21
O 1.6685 8.0678 0.7292 0.081 -1.704 -0.403 -0.05
O 3.0497 5.6036 1.6792 0.134 -1.481 2.071 -0.10
H 4.1526 7.0603 0.9402 -0.048 0.243 -0.757 0.13
H 3.9100 5.5810 -0.1315 0.290 0.420 -0.539 0.10
H 1.3102 6.0836 -0.1428 -0.244 -0.486 1.425 0.10
H 2.1125 7.1095 -1.0118 0.679 0.645 -0.267 0.10
H 0.8990 7.8705 1.2683 0.009 0.072 0.163 0.08
H 2.1452 5.3400 1.4952 0.083 -0.292 0.363 0.05
C 2.3821 -7.0762 2.1561 0.099 -1.031 -0.949 -0.13
O 1.1350 -6.6438 2.6066 0.332 0.833 1.224 -0.17
C 0.1089 -7.5248 2.2731 1.576 -1.209 0.163 -0.28
C -1.2399 -7.1225 2.7054 -0.315 0.564 -1.474 -0.19
N -1.4739 -5.7183 2.2798 -0.456 -0.620 0.633 -0.04
C -2.6594 -5.2008 2.9490 0.689 0.122 0.218 -0.21
C -2.8197 -3.7517 2.6237 0.777 0.823 -1.777 -0.21
O -1.5354 -3.1251 2.8635 -1.674 0.399 1.023 -0.18
C -1.7920 -2.1347 3.8327 2.557 0.476 0.515 -0.13
H 2.3449 -7.0536 1.0669 0.487 0.312 -0.394 0.08
H 2.5920 -8.1264 2.3585 -0.270 -0.339 0.442 0.09
H 3.2597 -6.5611 2.5468 -0.551 0.631 0.116 0.09
H 0.2929 -8.5047 2.7136 0.244 -0.359 0.224 0.13
H 0.1421 -7.7368 1.2045 -0.138 0.336 -0.507 0.12
H -1.5052 -7.3926 3.7276 0.209 0.634 0.082 0.13
H -1.7866 -7.7832 2.0326 -0.975 -0.291 0.412 0.12
H -1.7853 -5.8088 1.3232 0.372 0.123 -0.488 0.11
H -2.4387 -5.1068 4.0122 -0.204 -0.931 0.301 0.13
H -3.4649 -5.8892 2.6933 -0.822 0.496 0.575 0.13
H -3.5737 -3.2356 3.2179 -0.261 -0.356 0.058 0.11
H -2.9770 -3.4786 1.5803 -0.630 -0.603 -0.277 0.10
H -0.8027 -1.9172 4.2352 0.196 0.117 0.375 0.08
H -2.3846 -2.4635 4.6864 -0.324 0.014 -0.227 0.10
H -2.0819 -1.1606 3.4388 -0.789 -0.053 -0.296 0.07
C 1.8961 0.4067 3.7841 -1.665 0.716 -1.167 -0.02
O 2.6880 0.0629 2.5985 -0.121 0.138 2.252 -0.30
C 3.9892 -0.2497 3.0467 1.448 0.558 0.715 -0.22
C 4.9344 0.2822 2.0100 0.027 1.018 -0.124 -0.14
N 4.5610 -0.3978 0.7301 0.273 -1.100 2.261 -0.11
C 5.2078 0.0384 -0.4418 0.587 1.779 -2.561 -0.18
C 4.3891 -0.2173 -1.7138 1.420 -1.347 -0.582 -0.20
O 3.0107 -0.0396 -1.5374 -0.212 -0.210 -1.757 -0.34
C 2.2769 -0.0195 -2.8418 -1.173 1.022 1.501 -0.01
H 1.7111 -0.4653 4.4113 -0.237 0.010 -0.322 0.11
H 1.0445 0.9021 3.3177 -0.794 -0.848 0.285 0.09
H 2.2030 1.2446 4.4101 1.406 -0.173 -0.243 0.11
H 4.1700 -1.2866 3.3300 -0.410 -0.492 -0.601 0.14
H 4.1729 0.2510 3.9972 0.041 0.359 -0.118 0.14
H 5.9885 0.1517 2.2546 0.075 -0.652 -0.009 0.15
H 4.8845 1.3689 1.9406 -0.676 0.042 -0.287 0.14
H 5.0753 -1.2349 0.9645 -0.747 -1.135 -0.416 0.13
H 6.1847 -0.4379 -0.5249 0.023 0.031 -0.324 0.15
H 5.3889 1.1119 -0.4952 -0.056 0.161 0.840 0.14
H 4.5647 -1.2359 -2.0597 -0.090 -0.340 0.012 0.13
H 4.7684 0.3947 -2.5321 -0.132 0.412 0.162 0.15
H 1.2609 -0.0262 -2.4472 -0.193 -0.035 -0.593 0.08
H 2.3968 -0.8214 -3.5703 0.755 -0.277 0.568 0.12
H 2.4263 0.9693 -3.2756 0.281 -0.207 -0.041 0.08
C 3.5636 5.3571 -4.1731 0.765 0.500 -1.509 -0.07
O 3.4215 4.7971 -5.5198 0.389 1.184 1.619 -0.17
C 2.7481 3.5852 -5.6411 0.320 -0.145 -1.253 -0.26
C 1.2574 3.6472 -5.5187 0.709 0.296 1.053 -0.22
N 0.5800 2.4984 -6.0549 -0.955 -0.473 0.133 -0.02
C 0.4459 1.2931 -5.2329 0.553 0.601 0.125 -0.22
C -0.6842 0.4099 -5.6212 -0.878 -1.198 -1.132 -0.24
O -1.9462 1.0357 -5.6593 -1.099 0.411 -0.476 -0.18
C -2.5791 1.2915 -6.9368 0.748 0.583 0.010 -0.08
H 3.4499 4.6437 -3.3569 -0.609 -0.027 -0.104 0.07
H 3.0284 6.3051 -4.1193 -1.007 -0.501 0.376 0.09
H 4.5664 5.7710 -4.0673 0.508 -0.548 -0.312 0.08
H 3.2101 2.8588 -4.9726 -0.023 -0.502 0.080 0.11
H 2.8719 3.3171 -6.6904 0.635 -0.463 0.031 0.13
H 0.9116 4.4726 -6.1409 0.115 0.355 0.451 0.14
H 1.0694 3.7747 -4.4527 -0.729 0.487 0.264 0.11
H -0.3258 2.9262 -6.1837 -0.609 -0.905 -0.282 0.10
H 0.2805 1.3825 -4.1592 0.162 1.230 0.392 0.09
H 1.3689 0.7195 -5.3166 0.146 -0.214 -0.207 0.11
H -0.7900 -0.3592 -4.8561 0.198 -0.194 0.206 0.11
H -0.4783 -0.1408 -6.5391 -0.073 0.170 -0.395 0.13
H -2.6627 0.4476 -7.6216 0.341 -0.416 0.327 0.09
H -2.0369 2.0847 -7.4514 0.196 -0.045 -0.202 0.08
H -3.5897 1.6852 -6.8286 0.072 -0.189 0.741 0.09
C -3.3168 -2.8518 -1.0667 -0.791 0.975 -0.905 -0.05
O -4.2685 -2.1630 -0.1880 1.079 -1.114 1.050 -0.21
C -4.6365 -0.8061 -0.4392 2.249 -2.988 -1.037 -0.16
C -5.7585 -0.4092 0.4542 -2.484 0.868 -1.126 -0.15
N -5.6160 -0.5383 1.8433 3.388 0.204 0.015 0.21
C -4.7664 0.4881 2.4465 -0.930 0.617 1.335 -0.06
C -4.8904 0.6925 3.9917 -1.601 0.149 -0.244 -0.20
O -4.4940 -0.4154 4.7446 0.638 -0.114 -0.155 -0.19
C -4.8116 -0.2150 6.1235 -0.874 -0.252 0.335 -0.07
H -3.4754 -2.5861 -2.1119 -0.734 0.151 -0.213 0.09
H -3.4810 -3.9285 -1.0228 -0.026 0.241 0.557 0.10
H -2.2617 -2.5858 -1.0031 0.019 0.092 1.191 0.08
H -5.0309 -0.9843 -1.4396 -0.048 1.828 -0.393 0.15
H -3.7662 -0.1676 -0.2874 -0.043 0.384 -0.487 0.12
H -6.5863 -1.0052 0.0699 -0.385 -0.110 0.471 0.16
H -5.9161 0.6341 0.1807 -0.412 0.076 0.238 0.15
H -5.2004 -1.4277 2.0809 -0.839 -1.173 0.552 0.16
H -5.0027 1.3878 1.8784 0.418 0.269 0.483 0.14
H -3.7400 0.1550 2.2926 0.399 -0.198 -0.430 0.14
H -5.9459 0.8775 4.1910 -0.513 -0.094 -0.122 0.13
H -4.4738 1.6423 4.3269 0.887 -0.027 -0.367 0.14
H -4.3163 0.6497 6.5652 0.160 0.043 -0.194 0.10
H -4.6364 -1.0947 6.7429 0.687 -0.144 -0.538 0.10
H -5.8911 -0.1054 6.2267 -0.212 0.446 -0.115 0.09
```
Forces are in eV/Å.

Output
lowest unoccupied orbital energy (spin up / spin down): -8.003 / -9.084 eV
HOMO level (spin up / spin down): -12.21 / -12.21 eV
net charge: +2
spin multiplicity: 2
energy: -95397.662 eV

---

(2)
A structure of composition C4H5N3O, computed with ωB97M-V with the def2-TZVPD basis set.

XYZ file:
```
13
Properties=species:S:1:pos:R:3:forces:R:3:nbo_charge:R:1
C -2.6611 0.0322 0.0523 -3.503 -1.412 1.968 -0.42
C 0.6644 0.7058 -0.1101 1.816 2.160 -0.728 -0.01
C 2.2146 0.6314 0.0923 -1.623 -0.364 2.245 -0.07
C 0.6360 -0.6072 -0.0668 -1.723 -3.709 0.487 0.38
H -3.1604 1.0295 0.1045 1.105 -0.584 -0.216 0.24
H -3.1526 -0.5302 -0.8430 0.842 0.679 1.907 0.22
H -2.9345 -0.4800 1.1889 0.539 1.105 -3.503 0.21
H 2.3558 1.0101 1.2008 0.432 -1.139 -2.234 0.21
H 3.0260 0.7806 -0.6003 -0.149 1.001 -0.266 0.22
N -1.2599 0.0386 -0.0773 -0.318 0.620 0.608 -0.03
N -0.5348 1.1679 -0.0716 -2.379 0.952 -0.303 -0.21
N -0.6236 -1.1517 0.0477 3.182 1.904 -1.024 -0.27
O 1.9588 -0.8459 -0.0185 1.778 -1.211 1.057 -0.48
```
Forces are in eV/Å.

Output
lowest unoccupied orbital energy: 0.805 eV
HOMO level: -8.91 eV
energy: -10741.695 eV

---

(3)
A structure of composition C4H6As2F15N3O11Pt, computed with ωB97M-V with the def2-TZVPD basis set.

XYZ file:
```
42
Properties=species:S:1:pos:R:3:forces:R:3:nbo_charge:R:1
Pt -1.2059 0.4289 -0.4002 1.685 -0.764 3.633 1.59
N -3.8401 0.9265 1.6847 1.974 -1.097 1.206 0.74
O -3.2068 0.7708 0.6227 -0.874 0.054 -1.712 -0.56
O -5.0454 0.7546 1.7555 -1.913 0.204 -0.810 -0.55
O -3.1974 1.1261 2.7080 0.577 0.703 1.302 -0.53
N -2.3650 -2.7917 -0.6012 0.266 0.848 0.427 0.75
O -2.2057 -3.6099 -1.4920 1.158 0.002 -2.086 -0.53
O -3.0191 -3.1304 0.3467 -2.020 -0.841 3.012 -0.53
O -1.8941 -1.6240 -0.5654 0.558 -0.900 -1.316 -0.61
N -0.9316 3.7954 0.1495 -1.784 -0.643 0.792 0.74
O -1.1545 4.2402 1.2785 0.604 1.659 0.855 -0.55
O -1.0808 2.5784 0.0432 0.589 -1.292 -0.546 -0.57
O -0.7617 4.4957 -0.8349 0.832 1.160 -0.927 -0.54
As -3.1200 0.7358 -3.5179 -0.816 -1.623 0.762 2.79
F -3.7137 2.4055 -3.6158 0.604 -0.901 0.141 -0.63
F -2.0399 1.0575 -2.0983 -2.088 1.368 -3.699 -0.62
F -2.6237 -1.0079 -3.3481 -0.510 2.525 -0.633 -0.60
F -4.1928 0.2679 -4.8390 0.415 0.276 0.234 -0.64
F -1.8273 1.2156 -4.7126 -1.475 -0.870 1.635 -0.62
F -4.4982 0.4319 -2.3238 1.788 0.352 -1.645 -0.63
As 1.6045 -0.5883 -3.1232 -1.016 1.065 -0.239 2.80
F 1.6568 -2.0782 -2.1609 0.144 1.447 -0.414 -0.61
F 2.9974 0.2147 -2.2224 -1.643 -1.200 -0.990 -0.63
F 1.4800 0.8851 -4.1906 0.449 -1.591 1.082 -0.63
F 0.2423 -1.3073 -4.0843 1.729 0.850 1.159 -0.61
F 0.4582 0.2468 -1.9750 1.653 -1.084 -1.496 -0.63
F 2.7949 -1.3150 -4.2160 -0.388 0.371 0.264 -0.65
C 1.8769 -0.1860 1.5029 -4.192 -1.141 -2.135 0.33
O 1.7340 -0.7464 2.8416 1.521 -0.041 0.936 -0.55
O 0.5462 0.0394 1.0067 4.136 0.371 1.940 -0.91
C 3.0451 0.9125 1.4083 0.040 -0.345 -0.852 0.92
F 2.8958 1.9547 0.5833 -0.844 -0.131 0.442 -0.31
F 3.4994 1.3790 2.5741 -0.419 0.672 1.311 -0.36
F 4.1732 0.3065 0.9167 0.137 -0.797 -0.277 -0.38
C 2.7268 -1.6891 3.3576 -0.893 0.511 -1.475 -0.08
C 2.8364 -1.5390 4.8321 0.921 1.256 1.437 -0.63
H 2.6241 -2.4042 5.4602 -0.255 0.028 -0.128 0.18
H 3.8484 -1.1960 5.0469 0.591 -0.564 0.220 0.18
H 2.3611 -0.6309 5.2029 -1.003 -0.333 -0.171 0.24
H 3.7423 -1.5993 2.9720 -0.070 0.659 -0.642 0.16
H 2.4782 -2.7194 3.1029 -0.582 -0.137 -0.214 0.16
H 2.3017 -1.0066 0.9246 0.416 -0.086 -0.387 0.13
```
Forces are in eV/Å.

Output
lowest unoccupied orbital energy (spin up / spin down): 7.777 / 7.777 eV
HOMO level (spin up / spin down): 2.00 / 2.18 eV
net charge: -4
spin multiplicity: 3
energy: -196910.653 eV

---

(4)
A cluster of 2 separate species, CH4NOP in total, computed with ωB97M-V with the def2-TZVPD basis set.

XYZ file:
```
8
Properties=species:S:1:pos:R:3:forces:R:3:nbo_charge:R:1
C 1.3107 -0.4351 0.0878 -0.961 1.332 1.460 0.14
N -1.3166 0.1096 0.5525 0.750 -2.876 -3.429 -1.18
O 2.4313 -0.0193 0.1364 0.769 -0.809 -0.474 -0.51
P 0.0119 0.9714 0.0478 1.742 -0.291 -2.906 0.76
H 1.0014 -1.4782 0.4080 0.237 0.397 -0.644 0.12
H -2.0353 0.5670 1.0134 -1.680 0.968 0.588 0.40
H -1.5917 -0.5132 -0.2807 -0.221 0.982 2.354 0.41
H 0.1883 0.7978 -1.9653 -0.637 0.297 3.051 -0.14
```
Forces are in eV/Å.

Output
lowest unoccupied orbital energy: 0.010 eV
HOMO level: -9.08 eV
energy: -13925.365 eV